The following is a quantum chemistry calculation of a molecular structure, C28H28ClIN5O3SSc at a distorted geometry, from OMol25.

LUMO energy: -0.690 eV
Total energy: -95245.91794 eV
HOMO: -7.6390 eV

```
! RIJCOSX wB97M-V def2-TZVPD def2/J DEFGRID3
* xyz 0 1
Sc -0.4190 -0.5792 0.3526
N -2.7619 2.9176 -1.6756
C -1.9608 2.1126 -0.9441
S -2.7279 0.9818 0.0731
N -0.6617 2.3403 -1.0595
N 0.1974 1.4045 -0.6655
C 1.4758 1.6902 -0.6418
C 2.0038 3.0587 -0.8457
C 2.6115 3.7078 0.2264
C 3.0561 5.0103 0.0890
C 2.9151 5.6678 -1.1215
C 2.3351 5.0162 -2.1969
C 1.8717 3.7193 -2.0609
C 2.3925 0.5895 -0.4370
C 3.7724 0.7502 -0.6393
C 4.6013 -0.3450 -0.5317
C 4.0438 -1.5813 -0.2183
C 2.6774 -1.6573 -0.0145
N 1.8623 -0.6130 -0.1197
H -3.7498 2.9161 -1.4811
H -2.3536 3.6981 -2.1606
H 2.7091 3.1936 1.1728
H 3.5046 5.5230 0.9272
H 3.2598 6.6868 -1.2237
H 2.2393 5.5248 -3.1447
H 1.4096 3.2098 -2.8932
H 4.1537 1.7280 -0.8914
H 5.6648 -0.2508 -0.6972
H 4.6548 -2.4649 -0.1295
H 2.2015 -2.5944 0.2477
N -1.1526 -4.8133 -0.4399
C -1.2530 -3.5826 0.1083
O -0.2835 -2.8140 0.1441
C -2.4431 -3.3783 1.0055
I -1.9205 -4.3314 2.8430
H -0.4238 -4.9481 -1.1219
H -2.0019 -5.3326 -0.5953
H -3.3476 -3.8483 0.6336
H -2.5971 -2.3170 1.2217
Cl -2.3114 -0.4717 -7.9233
C -2.1974 -0.8442 -6.2421
C -3.0199 -1.8180 -5.6964
C -2.9138 -2.1127 -4.3495
C -1.9956 -1.4346 -3.5584
C -1.1890 -0.4488 -4.1182
C -1.2813 -0.1532 -5.4632
C -1.8306 -1.7527 -2.1015
O -2.3843 -2.7502 -1.6041
O -1.0901 -0.9633 -1.4518
H -3.7328 -2.3309 -6.3221
H -3.5343 -2.8703 -3.8980
H -0.4828 0.0651 -3.4788
H -0.6514 0.6007 -5.9100
C -0.7671 -2.0002 5.6603
C -0.4710 -0.5681 5.1989
C 0.9157 -0.1430 5.7031
C -1.5326 0.3934 5.7488
C -0.4835 -0.5413 3.7317
C -0.4751 -0.5583 2.5178
H -0.7117 -2.0696 6.7449
H -0.0462 -2.6918 5.2286
H -1.7619 -2.3042 5.3419
H 0.9586 -0.2167 6.7898
H 1.1270 0.8858 5.4155
H 1.6853 -0.7870 5.2812
H -1.5416 0.3554 6.8378
H -2.5214 0.1220 5.3841
H -1.3174 1.4140 5.4356
*
```